Formula: C12H11N
Source: the OMol25 dataset
Level of theory: ωB97M-V/def2-TZVPD

Last column: natural (NBO) charge in e.
Geometry (Å):
C (-1.4619, -2.2956, -1.7782)  -0.1091
C (-2.5534, -1.5739, -2.2798)  -0.2710
C (-0.5737, -1.7060, -0.8951)  -0.2303
C (-2.9015, -0.3246, -1.8077)  -0.0984
C (-0.8120, -0.4037, -0.4558)  0.1356
C (-2.0186, 0.2532, -0.9183)  -0.3133
C (0.1581, 0.3152, 0.2808)  -0.2872
C (-2.4257, 1.4814, -0.4599)  0.6955
C (0.3010, 1.6496, 0.4822)  -0.1179
C (1.3554, -0.4319, 0.7786)  -0.4386
C (1.6497, 1.9855, 0.9877)  -0.5119
C (2.0973, 0.6224, 1.5953)  -0.3982
N (-3.0282, 2.3869, 0.0868)  -0.5714
H (-1.2125, -3.2299, -2.0439)  0.2068
H (-3.1407, -1.9556, -2.9860)  0.2072
H (0.2674, -2.2148, -0.6406)  0.2205
H (-3.8447, 0.2490, -2.1546)  0.2317
H (1.2574, -1.3493, 1.5197)  0.1884
H (2.0061, -0.7315, 0.0590)  0.1910
H (2.2959, 2.3183, 0.1794)  0.2215
H (1.6006, 2.9327, 1.6517)  0.2161
H (1.7361, 0.4678, 2.5190)  0.1911
H (3.2233, 0.7076, 1.5883)  0.1975
H (-2.9823, 3.3798, 0.1589)  0.4444

## Properties
Total energy   -14106.16382 eV
Charge   0
Molar mass   169.2 g/mol
Energy relative to the best compared isomer or geometry (same formula, charge and spin)   602.7 kJ/mol
F_max   4.84 eV/A
HOMO level (alpha / beta)   -6.46 / -6.46 eV

Formula: C13H15AlClF4IN2Na2O7S
Source: the OMol25 dataset
Level of theory: ωB97M-V/def2-TZVPD

Last column: natural (NBO) charge in e.
Geometry (Å):
O (-4.7951, -2.7662, 2.4158)  -0.4105
C (-3.8054, -2.1857, 2.3517)  0.8805
N (-2.6712, -1.6954, 2.3853)  -0.5825
C (-2.0306, -1.6575, 1.0812)  0.1903
O (-2.9140, -2.1305, 0.0135)  -0.7000
S (-1.9908, -1.7406, -1.3408)  2.4765
O (-0.9059, -2.6175, -1.4857)  -0.8241
O (-2.8298, -1.4485, -2.4594)  -0.8641
O (-1.3387, -0.3116, -0.7610)  -0.7025
C (-1.4324, -0.2012, 0.6905)  0.2336
C (-2.3629, 0.9141, 1.3213)  -0.5718
C (-2.2631, 2.3083, 0.5921)  0.4416
O (-3.1677, 3.0704, 0.5710)  -0.4983
I (-0.3274, 2.9371, -0.5191)  -0.2670
C (-0.0138, -0.2508, 1.2011)  -0.0951
C (0.2760, -0.4567, 2.5370)  -0.2784
C (1.5708, -0.4621, 3.0346)  0.0654
N (2.6178, -0.2701, 2.2349)  -0.3383
C (2.3391, -0.1172, 0.9479)  -0.0118
C (1.0905, -0.0925, 0.3561)  -0.2720
H (-1.1300, -2.2629, 1.1821)  0.2453
H (-3.4384, 0.5937, 1.2148)  0.1478
H (-2.1912, 1.0110, 2.3911)  0.3113
H (-0.5401, -0.6125, 3.2360)  0.2291
H (1.7329, -0.5981, 4.1028)  0.2836
H (3.1933, 0.0193, 0.2876)  0.2087
H (0.9660, 0.0607, -0.7040)  0.2479
C (-1.0061, 0.5747, -5.1760)  -0.6302
C (0.2008, 1.3515, -4.6695)  0.0951
C (0.6204, 2.4266, -5.6597)  -0.6310
O (1.2867, 0.4575, -4.4301)  -0.7222
H (-0.7707, 0.0691, -6.1158)  0.2065
H (-1.2940, -0.1969, -4.4602)  0.2077
H (-1.8607, 1.2330, -5.3419)  0.2091
H (-0.0346, 1.8098, -3.7088)  0.1655
H (0.9060, 1.9779, -6.6147)  0.2031
H (1.4886, 2.9707, -5.2873)  0.2202
H (-0.1866, 3.1385, -5.8390)  0.2114
H (1.5162, 0.0373, -5.2657)  0.4640
Na (-3.7879, 0.0766, -0.4176)  0.8698
F (5.0251, -2.0177, 7.1255)  -0.7692
Al (4.3089, -0.9657, 6.0202)  2.1623
F (4.8961, -1.1244, 4.4146)  -0.7288
F (4.6007, 0.6356, 6.5123)  -0.7884
F (2.6057, -1.2173, 5.9537)  -0.7963
Cl (6.0580, -3.2131, 4.8987)  -0.4025
Na (1.7898, 2.9389, 1.1829)  0.9088

## Properties
Total energy   -88795.16960 eV
Charge   0
Molar mass   654.6 g/mol
Energy relative to the best compared isomer or geometry (same formula, charge and spin)   66.4 kJ/mol
F_max   2.64 eV/A
HOMO level   -4.87 eV

Formula: C32H25BrN9O8SSn
Source: the OMol25 dataset
Level of theory: ωB97M-V/def2-TZVPD

Last column: Mulliken charge in e.
Geometry (Å):
Sn (1.5314, -0.3346, 0.8979)  1.7134
S (3.3823, 3.5929, 2.5739)  -0.2515
C (2.1930, 4.0616, 1.4427)  -0.4765
C (1.6203, 2.9948, 0.8158)  -1.1608
C (2.1816, 1.7774, 1.2823)  0.0805
C (3.1401, 1.9168, 2.2262)  0.2788
C (3.8479, 0.8240, 2.8955)  1.3036
C (4.8214, 0.9994, 3.8723)  -1.1540
C (5.3888, -0.1146, 4.4646)  -0.3695
C (4.9774, -1.3845, 4.0746)  -0.9984
C (4.0175, -1.4751, 3.0910)  -0.3052
N (3.4727, -0.3937, 2.5087)  0.2343
H (1.9760, 5.1150, 1.3042)  0.4854
H (0.8325, 3.0632, 0.0726)  0.5764
H (5.1184, 1.9978, 4.1630)  0.4275
H (6.1433, 0.0030, 5.2342)  0.4402
H (5.3876, -2.2779, 4.5301)  0.4492
H (3.6522, -2.4421, 2.7484)  0.3633
N (-0.0130, -2.4181, 1.7253)  -0.3227
C (0.5844, -3.7418, 1.4715)  -0.8569
C (1.1677, -3.7733, 0.0723)  -0.4823
N (2.2710, -2.8054, -0.0213)  -0.3986
H (-0.1068, -2.2283, 2.7173)  0.2353
H (-0.9389, -2.3542, 1.3150)  0.4678
H (-0.1369, -4.5508, 1.5736)  0.4365
H (1.3809, -3.9062, 2.2013)  0.3566
H (0.3953, -3.4778, -0.6383)  0.2612
H (1.4758, -4.7891, -0.1650)  0.5062
H (2.5415, -2.6500, -0.9879)  0.2146
H (3.0943, -3.1592, 0.4579)  0.2689
Br (-5.6808, 2.8880, -3.1066)  -0.1695
C (-4.1681, 2.2429, -4.0145)  0.1953
C (-2.9040, 2.6092, -3.5729)  -0.4267
C (-1.7877, 2.1013, -4.2133)  0.0703
C (-1.9405, 1.2302, -5.2989)  -0.5205
C (-3.2156, 0.9245, -5.7713)  -0.0090
C (-4.3310, 1.4182, -5.1178)  -0.5183
N (-0.8489, 0.6559, -5.9649)  -0.9549
N (0.3273, 0.6483, -5.5743)  -0.0805
C (0.9462, 0.4207, -4.4171)  -0.0394
C (2.3387, 0.7491, -4.3638)  -0.5293
C (3.0584, 0.6756, -3.2192)  -1.1658
C (2.4464, 0.2393, -2.0044)  0.7064
O (3.0098, 0.1802, -0.9043)  -0.6159
C (1.0511, -0.2230, -2.0614)  0.3773
N (0.5553, -0.7391, -0.9070)  1.0240
C (-0.6763, -1.2336, -0.9057)  0.7002
C (-1.4704, -1.2644, -2.0512)  -1.9882
C (-0.9689, -0.7471, -3.2222)  -0.3222
C (0.3177, -0.1828, -3.2447)  0.1248
H (-2.7962, 3.2784, -2.7274)  0.3884
H (-0.7887, 2.3795, -3.8825)  0.4498
H (-3.3173, 0.2792, -6.6367)  0.4739
H (-5.3273, 1.1665, -5.4597)  0.4270
H (2.7953, 1.1038, -5.2825)  0.4938
H (4.1034, 0.9554, -3.1855)  0.5365
H (-1.0386, -1.6300, 0.0349)  -0.3319
H (-2.4732, -1.6718, -2.0010)  0.5671
H (-1.5592, -0.7970, -4.1249)  0.7305
O (-4.9946, -0.8161, 5.1306)  -0.5924
N (-5.1566, -0.3231, 4.0232)  0.9944
O (-6.2384, -0.0654, 3.5174)  -0.5804
C (-3.9492, -0.0047, 3.2444)  -0.8899
C (-2.7227, -0.0609, 3.8477)  -0.4735
C (-1.5837, 0.1689, 3.1090)  -0.0751
C (-1.6065, 0.4978, 1.7051)  0.8524
O (-0.5583, 0.6748, 1.0168)  -0.3959
C (-2.9439, 0.5893, 1.1694)  -0.5160
C (-4.0667, 0.3240, 1.9064)  -0.4204
N (-3.1451, 0.9209, -0.2546)  1.2286
O (-2.3931, 1.7211, -0.7802)  -0.5027
O (-4.1033, 0.4046, -0.8290)  -0.5994
N (-0.3112, 0.0934, 3.8439)  0.7241
O (-0.3249, 0.3214, 5.0310)  -0.5666
O (0.7334, -0.2501, 3.2538)  -0.4599
H (-2.6502, -0.3066, 4.8968)  0.6399
H (-5.0418, 0.3841, 1.4493)  0.7164

## Properties
Total energy   -150072.94919 eV
Charge   +1
Molar mass   894.3 g/mol
Energy relative to the best compared isomer or geometry (same formula, charge and spin)   205.3 kJ/mol
F_max   3.80 eV/A
HOMO level (alpha / beta)   -9.14 / -8.82 eV